Computed, not measured: 2 unconnected molecules or ions with the total composition C4H10N2, with ωB97M-V/def2-TZVPD.

Calculated values
2S+1 ... 1
Energy above the lowest of the compared OMol25 structures with the same formula, charge and spin ... 328.7 kJ/mol
HOMO ... -9.06 eV
Net charge ... 0

```
16
Properties=species:S:1:pos:R:3:forces:R:3
C -2.260258 -0.339261 -0.952667 -0.330 -0.375 -0.364
N -2.041810 -1.426250 -1.572074 1.507 1.505 -1.107
C -0.713894 -2.062590 -1.502187 -0.595 -0.740 1.022
H -2.839402 0.390184 -1.506807 -1.154 -0.070 0.457
H -1.929004 0.016840 0.034559 0.914 -0.292 -0.237
H -0.750728 -2.982772 -2.110308 0.223 0.449 0.381
H -0.412196 -2.293971 -0.472758 0.033 -0.229 0.020
H 0.062928 -1.377879 -1.882482 -0.576 -0.236 -0.158
C 1.804937 0.342742 0.374259 -1.417 0.329 0.483
N 1.849215 0.810131 1.544565 -0.372 -0.492 0.126
C 1.059195 1.960277 1.942427 2.635 1.261 -0.674
H 2.039013 -0.701597 0.274942 1.001 -0.233 -0.504
H 1.248073 0.816296 -0.456802 0.204 0.034 0.191
H 1.746328 2.675358 2.435580 -0.123 -0.309 -0.028
H 0.459235 1.608019 2.753615 -1.170 0.041 -0.002
H 0.678369 2.564470 1.096133 -0.781 -0.643 0.394
```
Positions in Å, forces in eV/Å.